The following is a DFT calculation (ωB97M-V/def2-TZVPD) of a cluster of 2 separate species, ClFH2N2 in total.

```
! RIJCOSX wB97M-V def2-TZVPD def2/J DEFGRID3
* xyz 0 1
N -0.550 0.751 -1.068
N -0.146 -0.156 -0.444
F 2.078 0.339 1.625
Cl -1.138 -1.567 -0.247
H 1.251 -0.084 1.755
H -1.496 0.717 -1.620
*
```

Output
ΔE to the lowest compared entry with this formula, charge and spin: 0.0 kcal per mole
HOMO level: -10.399 eV
LUMO: 0.14 eV
SMILES: [H]/N=N\Cl.F

Charge distribution, natural (NBO) scheme, values in e: N -0.250; N -0.071; F -0.560; Cl -0.004; H 0.560; H 0.325



The following is a DFT calculation (ωB97M-V/def2-TZVPD) of a cluster of 3 separate species, C58H49F8I2N3O12S2 in total.

```
! RIJCOSX wB97M-V def2-TZVPD def2/J DEFGRID3
* xyz 0 1
C 0.112 -2.783 2.046
C 0.342 -1.274 1.928
S -0.257 -0.811 0.276
C 0.374 0.850 -0.094
C 0.972 1.046 -1.538
N 0.898 -0.250 -2.232
C 0.146 -0.479 -3.154
S -0.769 -0.761 -4.369
O 2.367 1.208 -1.440
C 3.095 2.348 -1.196
I 2.241 3.657 0.377
C 3.354 3.233 -2.450
C 2.804 4.624 -2.478
O 1.731 4.994 -2.813
F 3.739 5.535 -2.144
C 4.478 1.753 -0.594
O 4.010 0.779 0.324
C 4.438 -0.568 0.316
C 3.205 -1.487 0.044
C 3.236 -2.249 -1.251
C 2.050 -3.216 -1.328
F 4.412 -2.997 -1.348
C 5.031 -0.918 1.682
C 5.557 -2.364 1.700
C 4.782 -3.292 2.631
I 7.608 -2.341 2.443
C 5.243 2.800 0.235
C 5.431 2.637 1.594
C 6.152 3.595 2.272
N 6.680 4.691 1.744
C 6.505 4.837 0.436
C 5.815 3.920 -0.326
N 5.408 1.340 -1.635
C 6.818 1.296 -1.298
C 7.727 2.010 -2.267
O 7.248 0.752 -0.323
C 5.052 0.506 -2.726
C 6.023 -0.596 -3.074
O 4.088 0.696 -3.419
C 0.265 2.102 -2.418
O 0.723 2.330 -3.497
C -1.054 2.883 -2.087
F -0.978 3.591 -0.928
F -1.222 3.778 -3.060
C -2.361 2.048 -2.043
F -2.780 1.885 -3.310
F -2.170 0.830 -1.520
C -3.551 2.731 -1.306
F -4.600 1.918 -1.512
F -3.362 2.788 0.031
C -3.948 4.116 -1.865
O -4.780 4.215 -2.710
O -3.302 5.171 -1.372
H 0.112 -3.216 1.047
H -0.855 -3.002 2.479
H 0.910 -3.269 2.594
H -0.263 -0.800 2.692
H 1.375 -1.001 2.112
H -0.394 1.577 0.133
H 1.193 1.024 0.592
H 4.418 3.330 -2.607
H 3.001 2.676 -3.304
H 5.199 -0.855 -0.399
H 2.353 -0.819 -0.045
H 3.011 -2.154 0.874
H 3.126 -1.578 -2.095
H 1.300 -2.817 -2.003
H 2.371 -4.162 -1.746
H 1.582 -3.370 -0.363
H 5.886 -0.270 1.812
H 4.306 -0.777 2.478
H 5.655 -2.775 0.706
H 5.109 -3.140 3.651
H 5.034 -4.318 2.381
H 3.708 -3.177 2.535
H 5.021 1.803 2.125
H 6.307 3.449 3.331
H 6.933 5.702 -0.044
H 5.744 4.109 -1.382
H 8.625 1.410 -2.341
H 7.257 2.109 -3.238
H 7.996 2.968 -1.843
H 6.852 -0.134 -3.609
H 6.447 -1.092 -2.211
H 5.543 -1.297 -3.735
H -2.839 4.936 -0.557
C -7.860 -7.264 -3.666
C -6.660 -7.621 -4.272
C -5.718 -6.653 -4.573
C -5.975 -5.320 -4.278
C -7.188 -4.960 -3.688
C -8.124 -5.937 -3.375
C -7.506 -3.531 -3.401
O -8.557 -3.220 -2.883
C -6.499 -2.500 -3.776
C -6.792 -1.158 -3.567
C -5.863 -0.187 -3.898
C -4.632 -0.553 -4.432
C -4.335 -1.887 -4.645
C -5.268 -2.865 -4.327
C -4.942 -4.294 -4.594
O -3.868 -4.614 -5.058
H -8.591 -8.024 -3.425
H -6.460 -8.658 -4.508
H -4.781 -6.925 -5.039
H -9.056 -5.652 -2.909
H -7.749 -0.880 -3.148
H -6.094 0.858 -3.738
H -3.905 0.207 -4.682
H -3.381 -2.175 -5.062
C -1.521 -1.119 8.188
C -2.480 -0.763 9.131
C -3.511 0.094 8.785
C -3.583 0.607 7.497
C -2.608 0.265 6.556
C -1.585 -0.607 6.904
C -2.646 0.835 5.183
O -1.823 0.534 4.343
C -3.731 1.793 4.847
C -3.732 2.382 3.589
C -4.743 3.262 3.245
C -5.758 3.550 4.153
C -5.752 2.973 5.412
C -4.733 2.100 5.767
C -4.715 1.511 7.136
O -5.589 1.763 7.936
H -0.721 -1.796 8.459
H -2.422 -1.156 10.137
H -4.262 0.369 9.511
H -0.840 -0.877 6.168
H -2.944 2.152 2.887
H -4.745 3.724 2.266
H -6.551 4.233 3.878
H -6.534 3.200 6.123
*
```

Output
HOMO level: -8.862 eV
LUMO: -1.19 eV
SMILES: CCSC[C@](N=C=S)(O[C@](I)(CC(=O)F)[C@](O[C@H](C[C@H](C)F)C[C@H](C)I)(c1ccncc1)N(C(C)=O)C(C)=O)C(=O)C(F)(F)C(F)(F)C(F)(F)C(=O)O.O=C1c2ccccc2C(=O)c2ccccc21.O=C1c2ccccc2C(=O)c2ccccc21

Results of the Mulliken charge analysis, in e, for atoms 1 through 8: C -1.363; C 0.606; S -0.373; C -1.253; C 2.246; N -0.332; C 0.677; S -0.425



The following is a DFT calculation (ωB97M-V/def2-TZVPD) of a cluster of 2 separate species, C5H11NO in total.

```
! RIJCOSX wB97M-V def2-TZVPD def2/J DEFGRID3
* xyz 0 1
C 0.198 2.196 -0.347
N 0.235 0.978 0.426
C -1.027 0.285 0.634
C -2.168 0.792 0.080
C -0.534 -2.128 1.249
C -0.894 -0.859 1.549
H -0.546 2.974 -0.126
H 1.082 2.829 -0.376
H 0.114 1.929 -1.402
H 0.702 1.163 1.308
H -2.119 0.980 -0.991
H -2.968 1.109 0.693
H -0.224 -2.346 0.225
H -0.479 -2.737 2.140
H -1.064 -0.585 2.599
H 2.353 -0.909 -2.258
H 2.816 -2.192 -2.815
O 3.166 -1.313 -2.620
*
```

Output
ΔE to the lowest compared entry with this formula, charge and spin: 102.7 kcal per mole
HOMO level: -7.559 eV
LUMO: 0.65 eV
SMILES: C=CC(=C)NC.O

Results of the natural (NBO) charge analysis, in e, for atoms 1 through 8: C -0.434; N -0.625; C 0.212; C -0.582; C -0.376; C -0.233; H 0.190; H 0.211



The following is a DFT calculation (ωB97M-V/def2-TZVPD) of the ion C6H13N2 with charge +1.

```
! RIJCOSX wB97M-V def2-TZVPD def2/J DEFGRID3
* xyz 1 1
C -0.879 0.365 -1.497
C 0.431 1.033 -1.620
C 1.440 1.666 -1.907
C -1.328 -0.187 -0.119
C 0.358 -1.765 0.779
C -0.549 -0.020 2.123
N -0.159 -0.390 0.757
N 2.472 2.267 -2.386
H -1.689 0.976 -1.795
H -0.930 -0.664 -2.195
H 0.610 0.244 0.463
H -1.725 0.601 0.345
H -1.988 -1.015 -0.275
H 0.864 -1.758 1.676
H -0.436 -2.513 0.666
H 1.120 -1.985 -0.089
H -1.286 -0.643 2.519
H 0.362 -0.058 2.708
H -0.952 0.942 2.270
H 2.671 3.248 -2.534
H 3.073 1.592 -2.857
*
```

Output
ΔE to the lowest compared entry with this formula, charge and spin: 81.0 kcal per mole
HOMO level: -12.055 eV
LUMO: -2.61 eV
SMILES: C[NH+](C)CCC#CN

Results of the natural (NBO) charge analysis, in e, for atoms 1 through 8: C -0.451; C -0.244; C 0.266; C -0.206; C -0.417; C -0.418; N -0.353; N -0.817



The following is a DFT calculation (ωB97M-V/def2-TZVPD) of a cluster of 2 separate species, C2H4BrNO2 in total.

```
! RIJCOSX wB97M-V def2-TZVPD def2/J DEFGRID3
* xyz 0 3
C 1.634 -1.195 -0.503
C -0.915 0.831 0.764
N -0.245 -0.171 -1.161
O 1.927 -2.311 -0.603
O -0.189 0.950 -0.465
Br 2.567 0.357 -0.175
H -2.014 0.849 0.613
H -0.773 1.603 1.401
H -0.874 -0.206 1.160
H -1.119 -0.707 -1.031
*
```

Output
ΔE to the lowest compared entry with this formula, charge and spin: 6.1 kcal per mole
HOMO level (alpha / beta): -6.884 / -10.346 eV
LUMO (alpha / beta): 0.77 / -1.35 eV

Results of the natural (NBO) charge analysis, in e, for atoms 1 through 8: C 0.392; C -0.284; N -0.203; O -0.492; O -0.311; Br 0.035; H 0.176; H 0.205



The following is a DFT calculation (ωB97M-V/def2-TZVPD) of an isolated molecule of C9H19N5O3.

```
! RIJCOSX wB97M-V def2-TZVPD def2/J DEFGRID3
* xyz 0 1
C -3.810 -0.468 -0.383
C -3.152 -0.799 0.935
C -3.884 -1.836 -1.205
C -0.595 0.613 0.678
C -1.188 1.955 0.543
C 0.122 0.133 -0.656
C 1.592 0.705 -0.631
C 2.495 0.067 0.475
C 4.889 -0.279 0.275
H -2.539 0.123 -1.794
H -3.759 1.033 -1.735
H -4.718 -0.300 0.019
H -3.986 -1.810 -2.306
H -4.655 -2.295 -0.610
H -2.920 -2.414 -0.991
H -1.693 -0.578 2.162
H 0.132 0.613 1.490
H -0.519 0.589 -1.387
H 0.087 -0.992 -0.837
H 1.407 1.834 -0.610
H 2.147 0.530 -1.645
H 2.467 -0.990 0.204
H 2.279 0.103 1.541
H 3.924 1.120 -0.614
H 5.701 0.709 -1.061
H 5.593 -1.976 0.929
H 3.916 -1.668 1.163
H -2.175 3.164 1.716
N -3.111 0.577 -1.086
N -1.794 -0.269 1.201
N 3.763 0.583 0.179
N 6.022 -0.066 -0.403
N 4.829 -1.296 1.162
O -3.707 -1.342 1.916
O -1.284 2.703 -0.371
O -1.875 2.224 1.734
*
```

Output
ΔE to the lowest compared entry with this formula, charge and spin: 87.3 kcal per mole
HOMO level: -8.734 eV
LUMO: 0.51 eV
SMILES: [H]/N=C(/N)NCCC[C@H](NC(=O)[C@H](C)N)C(=O)O

Results of the natural (NBO) charge analysis, in e, for atoms 1 through 8: C -0.154; C 0.709; C -0.631; C -0.129; C 0.796; C -0.415; C -0.410; C -0.233



The following is a DFT calculation (ωB97M-V/def2-TZVPD) of a structure of composition C22H21F3NOPtSTe5.

```
! RIJCOSX wB97M-V def2-TZVPD def2/J DEFGRID3
* xyz 1 5
Pt -0.027 -0.955 2.934
Te 2.430 -1.958 2.988
Te 3.726 -1.204 5.366
Te 1.331 -1.116 6.913
Te 0.454 -2.945 4.847
F -2.193 4.812 1.950
C -2.610 3.697 2.705
F -3.125 4.158 3.848
F -3.554 3.075 2.019
C -1.362 2.869 2.994
C -0.467 3.516 3.860
C 0.571 2.859 4.491
C 0.769 1.545 4.145
N -0.065 0.965 3.217
C -1.186 1.473 2.693
S -2.098 0.086 1.961
H -0.717 4.574 4.163
H 1.241 3.303 5.175
H 1.654 0.984 4.258
C -1.630 -5.775 -1.026
C -0.631 -4.751 -1.619
C 0.749 -5.263 -1.100
O 0.556 -6.084 0.006
C -0.863 -6.149 0.291
H -1.825 -6.644 -1.684
H -2.622 -5.371 -0.831
H -0.766 -3.784 -1.146
H -0.742 -4.684 -2.719
H 1.333 -4.379 -0.870
H 1.297 -5.807 -1.908
H -1.124 -5.352 1.030
H -1.108 -7.174 0.644
Te -1.700 1.989 -1.353
C -0.966 0.967 -3.050
C -1.152 -0.404 -3.230
C -0.679 -1.064 -4.364
C -0.173 -0.317 -5.429
C -0.105 1.080 -5.268
C -0.461 1.727 -4.085
C 0.273 2.670 -1.117
C 1.482 1.969 -1.463
C 2.708 2.567 -1.325
C 2.824 3.907 -0.805
C 1.653 4.542 -0.394
C 0.414 3.886 -0.490
H -1.365 -0.956 -2.307
H -0.645 -2.159 -4.372
H 0.161 -0.688 -6.397
H 0.383 1.703 -6.001
H -0.133 2.761 -3.879
H 1.463 0.952 -1.899
H 3.590 1.977 -1.550
H 3.775 4.474 -0.840
H 1.724 5.491 0.131
H -0.468 4.409 -0.109
*
```

Output
ΔE to the lowest compared entry with this formula, charge and spin: 28.6 kcal per mole
HOMO level (alpha / beta): -8.795 / -9.964 eV
LUMO (alpha / beta): -3.74 / -6.32 eV

Results of the natural (NBO) charge analysis, in e, for atoms 1 through 8: Pt 0.437; Te 0.026; Te -0.029; Te -0.033; Te 0.092; F -0.356; C 0.984; F -0.301



The following is a DFT calculation (ωB97M-V/def2-TZVPD) of an isolated molecule of C8H16N2O.

```
! RIJCOSX wB97M-V def2-TZVPD def2/J DEFGRID3
* xyz 0 1
C -2.808 0.918 -0.467
C -1.869 0.549 0.674
C -1.547 -0.971 0.640
C -0.894 -1.449 -0.685
C 0.457 -0.759 -0.985
C 1.567 -1.018 0.094
C 1.857 0.206 1.007
C 2.189 1.536 0.295
H -3.697 0.285 -0.553
H -3.116 1.962 -0.381
H -2.341 0.713 -1.430
H -0.933 1.146 0.611
H -2.284 0.779 1.689
H -2.464 -1.562 0.825
H -0.852 -1.261 1.482
H -0.849 -2.550 -0.596
H -1.620 -1.238 -1.516
H 0.338 0.297 -1.220
H 0.865 -1.184 -1.918
H 2.724 -0.059 1.619
H 0.986 0.374 1.650
H 1.232 1.886 -0.203
H 2.480 2.291 1.035
H 3.127 2.074 -1.275
N 1.667 -2.301 0.528
N 2.547 -2.023 -0.267
O 3.237 1.358 -0.653
*
```

Output
ΔE to the lowest compared entry with this formula, charge and spin: 65.7 kcal per mole
HOMO level: -9.827 eV
LUMO: 0.75 eV
SMILES: CCCCCC1(CCO)N=N1

Results of the natural (NBO) charge analysis, in e, for atoms 1 through 8: C -0.619; C -0.405; C -0.399; C -0.409; C -0.445; C 0.124; C -0.450; C -0.057



The following is a DFT calculation (ωB97M-V/def2-TZVPD) of a cluster of 2 separate species, C4H2Cl2 in total.

```
! RIJCOSX wB97M-V def2-TZVPD def2/J DEFGRID3
* xyz 0 1
C 1.101 -1.912 1.728
C 0.083 -1.207 1.399
C -0.716 -0.554 0.647
C 0.140 0.947 -0.677
Cl -0.861 1.029 -2.154
Cl 1.704 0.176 -0.934
H -1.698 -0.486 0.164
H 0.246 2.006 -0.174
*
```

Output
ΔE to the lowest compared entry with this formula, charge and spin: 114.4 kcal per mole
HOMO level: -9.339 eV
LUMO: -1.92 eV

Charge distribution, natural (NBO) scheme, values in e: C 0.245; C -0.526; C 0.101; C -0.321; Cl -0.003; Cl 0.024; H 0.236; H 0.244



The following is a DFT calculation (ωB97M-V/def2-TZVPD) of a cluster of 2 separate species, C18H31BrN3O5 in total.

```
! RIJCOSX wB97M-V def2-TZVPD def2/J DEFGRID3
* xyz 1 1
C 3.744 -1.100 0.973
C 2.607 -0.807 -0.008
C 1.895 -2.098 -0.404
N 0.964 -1.965 -1.526
C -0.363 -1.361 -1.373
C -1.031 -1.665 -2.662
N -1.542 -1.915 -3.654
C -0.362 0.184 -1.250
C 0.661 0.894 -2.132
O 1.447 1.743 -1.274
C 2.693 2.044 -1.711
O 3.103 1.696 -2.777
C 3.400 2.951 -0.735
C 4.912 3.043 -0.978
C -1.291 -1.972 -0.223
C -2.657 -1.478 -0.481
N -3.717 -1.090 -0.671
C -0.849 -1.540 1.216
C -1.920 -0.852 2.039
O -2.157 0.427 1.467
C -3.452 0.950 1.674
C -3.769 1.905 0.526
C -1.323 -3.516 -0.389
C -2.185 -4.188 0.658
O -3.356 -4.189 0.700
Br -1.152 -5.199 1.991
H 4.053 -0.204 1.513
H 3.453 -1.856 1.708
H 4.618 -1.482 0.439
H 1.917 -0.075 0.422
H 3.014 -0.370 -0.926
H 2.671 -2.789 -0.749
H 1.447 -2.570 0.480
H 0.860 -2.856 -1.992
H -0.218 0.495 -0.216
H -1.369 0.508 -1.523
H 1.317 0.190 -2.644
H 0.180 1.518 -2.887
H 2.928 3.935 -0.819
H 3.169 2.589 0.270
H 5.469 2.780 -0.077
H 5.212 2.368 -1.778
H 5.211 4.052 -1.261
H 0.023 -0.891 1.166
H -0.532 -2.426 1.769
H -2.846 -1.442 2.022
H -1.598 -0.765 3.083
H -4.192 0.144 1.705
H -3.506 1.454 2.656
H -4.340 1.409 -0.258
H -2.831 2.261 0.086
H -4.371 2.753 0.869
H -1.776 -3.755 -1.357
H -0.316 -3.924 -0.355
O -3.151 4.327 2.255
H -3.525 5.224 2.381
H -2.695 3.991 3.054
H -2.598 4.248 1.448
*
```

Output
HOMO level: -11.870 eV
LUMO: -5.30 eV

Results of the natural (NBO) charge analysis, in e, for atoms 1 through 8: C -0.609; C -0.416; C -0.221; N -0.624; C 0.056; C 0.263; N -0.263; C -0.441



The following is a DFT calculation (ωB97M-V/def2-TZVPD) of a structure of composition C15H32I2N4O3P.

```
! RIJCOSX wB97M-V def2-TZVPD def2/J DEFGRID3
* xyz 1 1
C -2.444 4.427 -3.405
C -1.599 3.544 -2.553
C -0.424 2.908 -3.189
N -1.969 3.343 -1.320
P -0.804 3.413 -0.173
C -1.503 3.649 1.416
I -2.563 1.990 2.130
C -1.360 4.800 2.108
C -0.612 5.998 1.577
I -2.185 5.069 3.998
H -2.156 5.455 -3.204
H -2.231 4.235 -4.451
H -3.500 4.245 -3.249
H -0.215 3.389 -4.137
H -0.638 1.861 -3.427
H 0.497 2.954 -2.612
H -0.057 2.227 -0.145
H 0.097 4.412 -0.525
H -0.479 6.745 2.344
H -1.150 6.431 0.740
H 0.373 5.687 1.247
C -1.396 -0.924 -1.533
C -0.441 -1.177 -2.679
O -0.173 -0.304 -3.504
N 0.109 -2.399 -2.766
C -0.089 -3.553 -1.889
H -1.757 0.100 -1.598
H -2.250 -1.598 -1.589
H -0.893 -1.060 -0.576
H 0.732 -2.503 -3.551
H 0.868 -3.847 -1.462
H -0.483 -4.384 -2.460
H -0.778 -3.320 -1.086
C 2.495 3.462 7.093
C 1.500 4.023 6.107
O 1.023 5.139 6.223
N 1.137 3.235 5.056
C 1.578 1.891 4.733
H 2.676 4.206 7.861
H 2.103 2.559 7.564
H 3.439 3.230 6.598
H 0.470 3.686 4.452
H 2.052 1.879 3.749
H 0.723 1.213 4.712
H 2.291 1.530 5.466
C -0.620 -8.324 -2.795
C 0.180 -7.348 -1.967
O -0.334 -6.366 -1.447
N 1.505 -7.595 -1.816
C 2.282 -8.699 -2.354
H -1.652 -7.991 -2.820
H -0.239 -8.367 -3.816
H -0.584 -9.320 -2.354
H 1.981 -6.911 -1.252
H 2.732 -9.266 -1.539
H 3.079 -8.315 -2.991
H 1.657 -9.364 -2.939
*
```

Output
ΔE to the lowest compared entry with this formula, charge and spin: 0.0 kcal per mole
HOMO level: -11.277 eV
LUMO: -3.54 eV

Results of the natural (NBO) charge analysis, in e, for atoms 1 through 8: C -0.690; C 0.520; C -0.758; N -0.859; P 1.327; C -0.689; I 0.278; C -0.065